1.
{"formula": "C8H18FN3O2", "method": "the ωB97M-V functional and the def2-TZVPD basis", "e_lumo_ev": 0.82, "de_lowest_kj_mol": 57.9, "homo_lumo_gap_ev": 8.961, "total_charge": 0, "largest_force_ev_per_a": 2.33, "smiles": "COCN[C@](F)(COCN)N=C(C)C", "species": ["C", "O", "C", "N", "C", "F", "C", "O", "C", "N", "N", "C", "C", "C", "H", "H", "H", "H", "H", "H", "H", "H", "H", "H", "H", "H", "H", "H", "H", "H", "H", "H"], "xyz": [[3.6604, 0.1673, 0.5354], [2.9736, 0.2981, -0.7003], [2.5131, -0.9541, -1.1311], [1.1759, -0.8665, -1.6898], [0.1815, -0.2796, -0.8170], [0.5357, -0.4758, 0.5484], [-1.1293, -1.0708, -0.9951], [-2.0096, -0.8493, 0.0839], [-2.2807, -1.9809, 0.8827], [-2.3174, -1.5440, 2.2948], [0.0148, 1.0783, -1.1432], [-0.6977, 1.8414, -0.4092], [-2.0662, 2.3188, -0.8347], [-0.2327, 2.3959, 0.9012], [4.5190, -0.4918, 0.3860], [3.9641, 1.1422, 0.8960], [3.0271, -0.2899, 1.2962], [3.1700, -1.2912, -1.9406], [2.5705, -1.7272, -0.3594], [0.8705, -1.7513, -2.0652], [-1.5989, -0.6980, -1.9032], [-0.9411, -2.1309, -1.1610], [-1.5179, -2.7519, 0.7948], [-3.2759, -2.3533, 0.6496], [-1.9425, -0.6020, 2.3227], [-1.6406, -2.1000, 2.8052], [-2.6812, 2.3840, 0.0559], [-2.0194, 3.2636, -1.3695], [-2.4892, 1.5702, -1.4932], [-1.0299, 2.3924, 1.6379], [0.0147, 3.4381, 0.6871], [0.6794, 1.9184, 1.2344]], "mulliken_charge": [-0.62, -0.33, -0.67, -0.40, 1.56, -0.51, -1.68, -0.23, -0.32, -0.70, -0.50, 0.84, -1.27, -1.28, 0.35, 0.23, 0.22, 0.38, 0.40, 0.31, 0.37, 0.63, 0.31, 0.29, 0.29, 0.28, 0.35, 0.38, 0.29, 0.35, 0.40, 0.28]}

***

2.
{"formula": "C8H18I2InNOP2", "method": "the ωB97M-V functional and the def2-TZVPD basis", "e_lumo_ev": -8.75, "homo_lumo_gap_ev": 5.804, "total_charge": 2, "largest_force_ev_per_a": 5.62, "species": ["I", "I", "In", "P", "C", "C", "H", "H", "H", "H", "H", "H", "C", "H", "H", "H", "P", "C", "C", "H", "H", "H", "C", "H", "H", "H", "H", "H", "H", "C", "O", "N", "C"], "xyz": [[4.5784, 2.2640, -3.1521], [5.0981, -0.5915, -3.2903], [0.0130, 0.3647, -0.0326], [0.9813, -0.1270, 2.3474], [2.7748, 0.2281, 2.2704], [0.3860, 1.1219, 3.5512], [0.9777, 1.0635, 4.4780], [1.3794, -1.5738, 4.2641], [-0.6722, 0.9274, 3.7760], [-0.1487, -1.9781, 3.4236], [2.9447, 1.2042, 1.8018], [0.4681, 2.1286, 3.1189], [0.9005, -1.6897, 3.2809], [3.1944, 0.2357, 3.2848], [1.4145, -2.4813, 2.7210], [3.2753, -0.5427, 1.6738], [-1.7487, -0.4056, -1.8087], [-0.9842, -0.1586, -3.4528], [-2.5415, -2.0398, -1.9538], [-3.7794, 0.6134, -0.9576], [-3.7702, 0.5807, -2.7554], [-2.7946, 1.7966, -1.8550], [-3.1626, 0.7615, -1.8552], [-3.0718, -2.2744, -1.0220], [-3.2583, -2.0448, -2.7878], [-1.7453, -0.2733, -4.2356], [-0.1913, -0.8997, -3.6028], [-1.7768, -2.8067, -2.1315], [-0.5480, 0.8448, -3.5173], [1.7884, 0.0359, -1.1810], [2.7080, 0.3045, -1.8038], [-1.6405, 3.1844, 0.8638], [-1.0487, 2.2268, 0.5395]], "mulliken_charge": [0.03, 0.02, 1.02, 0.49, -1.26, -1.16, 0.43, 0.39, 0.40, 0.38, 0.39, 0.38, -1.08, 0.43, 0.38, 0.41, 0.49, -1.26, -1.08, 0.40, 0.43, 0.38, -1.17, 0.38, 0.39, 0.43, 0.41, 0.38, 0.39, 0.25, 0.05, -0.35, -0.16]}

***

3.
{"formula": "C8H18IN2S", "method": "the ωB97M-V functional and the def2-TZVPD basis", "e_lumo_ev": [-3.48, -5.89], "spin_multiplicity": 3, "homo_lumo_gap_ev": [4.480, 5.412], "total_charge": 1, "largest_force_ev_per_a": 4.85, "species": ["C", "C", "C", "C", "C", "C", "C", "C", "N", "N", "S", "I", "H", "H", "H", "H", "H", "H", "H", "H", "H", "H", "H", "H", "H", "H", "H", "H", "H", "H"], "xyz": [[1.3321, -0.2377, -1.8787], [0.7163, -0.8045, 0.1916], [2.0423, 0.9463, -1.3317], [1.8440, -0.0132, 0.7628], [-3.1834, 0.3127, 2.0187], [3.2751, 1.8442, 0.4715], [-3.4874, -2.3853, -0.9115], [-2.7042, -0.2220, 0.5875], [0.4874, -0.9177, -1.0040], [2.8202, 0.6268, -0.1328], [-4.1824, -0.8056, -0.2460], [-1.8547, 1.7913, -0.1501], [0.8690, 0.0512, -2.8152], [1.9716, -0.9591, -2.2486], [0.2528, -1.4153, 1.0202], [-1.8001, -0.7732, 0.5083], [2.7658, 1.4032, -2.0905], [1.3247, 1.6927, -0.9748], [1.3980, 0.8715, 1.2810], [2.3832, -0.7492, 1.3333], [-3.8947, 1.0530, 1.8779], [-3.5900, -0.5898, 2.4955], [-2.3891, 0.8287, 2.7060], [4.0361, 1.7405, 1.3965], [3.8680, 2.5035, -0.1934], [2.3810, 2.3935, 0.8201], [-3.0011, -3.0877, -0.1002], [-2.8025, -2.2128, -1.7249], [-4.4864, -2.7213, -1.2039], [3.6083, -0.1649, -0.4645]], "mulliken_charge": [-0.99, -0.18, -0.35, -0.33, -1.17, -0.77, -0.78, -0.03, -0.32, -0.18, 0.20, -0.11, 0.41, 0.47, 0.39, -0.13, 0.39, 0.26, 0.20, 0.43, 0.49, 0.37, 0.31, 0.30, 0.34, 0.37, 0.28, 0.30, 0.35, 0.48]}

***

4.
{"formula": "C8H18IPS", "method": "the ωB97M-V functional and the def2-TZVPD basis", "e_lumo_ev": [0.12, -1.82], "spin_multiplicity": 3, "homo_lumo_gap_ev": [5.266, 6.950], "total_charge": 0, "largest_force_ev_per_a": 9.92, "species": ["C", "C", "C", "C", "C", "C", "C", "C", "P", "S", "I", "H", "H", "H", "H", "H", "H", "H", "H", "H", "H", "H", "H", "H", "H", "H", "H", "H", "H"], "xyz": [[5.7041, 0.0048, 0.1676], [-3.1492, 2.8491, -0.7863], [4.4045, -0.8136, 0.3733], [-3.2118, 1.3081, -0.5733], [3.1660, -0.0883, -0.2433], [-2.9067, 0.7709, 0.8300], [1.8667, -0.4918, 0.4039], [-3.4319, -0.3809, 1.2939], [0.2752, 0.1705, -0.4171], [0.8041, -0.1660, -2.4330], [0.6318, 2.5361, 0.1450], [5.4527, 1.0528, 0.1640], [6.4739, -0.4328, 0.7892], [5.9532, -0.1548, -0.8178], [-2.9063, 3.1544, -1.9460], [-4.2767, 3.1010, -0.5752], [-2.5509, 3.3992, -0.0948], [4.3085, -0.9997, 1.3994], [4.4421, -1.7456, -0.1588], [-2.4437, 0.8481, -1.1248], [-4.1691, 0.8935, -0.8943], [2.8849, -0.2739, -1.3421], [3.2419, 0.9674, -0.1198], [-2.3141, 1.3898, 1.4497], [-0.4546, 0.1833, -2.7681], [1.5621, -0.3401, 1.4303], [1.5912, -1.5332, 0.1398], [-4.0989, -1.0372, 0.6866], [-3.3194, -0.8054, 2.3360]], "mulliken_charge": [-1.23, -1.03, -0.65, -0.02, -0.04, -0.06, -1.17, -1.06, 0.21, -0.29, -0.09, 0.35, 0.35, 0.35, 0.21, 0.30, 0.34, 0.45, 0.35, -0.13, 0.37, 0.09, 0.30, 0.50, 0.15, 0.47, 0.38, 0.29, 0.29]}

***

5.
{"formula": "C8H18N3", "method": "the ωB97M-V functional and the def2-TZVPD basis", "e_lumo_ev": [-4.44, -4.44], "de_lowest_kj_mol": 519.5, "homo_lumo_gap_ev": [7.583, 7.582], "total_charge": 1, "largest_force_ev_per_a": 3.98, "smiles": "C=CCCCN(C)N[N+](=C)C", "species": ["C", "C", "C", "C", "C", "N", "C", "N", "N", "C", "C", "H", "H", "H", "H", "H", "H", "H", "H", "H", "H", "H", "H", "H", "H", "H", "H", "H", "H"], "xyz": [[-4.4991, 0.0342, -0.8443], [-3.5279, 0.6398, -0.1823], [-2.2479, 1.0052, -0.7674], [-0.9694, 0.5763, 0.0174], [-0.4736, -0.8936, -0.2774], [0.7605, -1.3094, 0.3587], [0.6677, -2.2171, 1.5122], [1.7387, -0.3705, 0.6096], [2.5577, 0.3891, -0.2199], [2.1878, 1.0595, -1.2876], [3.8317, 0.8051, 0.5102], [-5.4522, -0.2286, -0.2970], [-4.4445, -0.2737, -1.9363], [-3.6248, 0.9477, 0.8754], [-2.2534, 2.1474, -0.7416], [-1.8942, 0.5927, -1.8165], [-0.2165, 1.2891, -0.4739], [-0.9418, 0.8164, 1.1277], [-1.3161, -1.6009, -0.0667], [-0.1829, -0.8694, -1.2855], [0.6850, -1.6841, 2.3806], [-0.1464, -2.8797, 1.4076], [1.5308, -2.8459, 1.4438], [2.0690, -0.3665, 1.4874], [2.7944, 1.7133, -1.8731], [1.0767, 1.0799, -1.4997], [3.6021, 1.6728, 1.0983], [4.1772, -0.0963, 0.9907], [4.5117, 0.8670, -0.2505]], "mulliken_charge": [-0.72, -0.25, -0.45, -0.22, -0.81, 0.08, -0.98, -0.28, 0.20, -0.16, -1.02, 0.25, 0.23, 0.28, 0.28, 0.27, 0.09, 0.35, 0.30, 0.41, 0.38, 0.36, 0.38, 0.26, 0.35, 0.24, 0.32, 0.39, 0.47]}

***

6.
{"formula": "C8H18N5O2W", "method": "the ωB97M-V functional and the def2-TZVPD basis", "e_lumo_ev": [-12.61, -12.28], "de_lowest_kj_mol": 0.0, "spin_multiplicity": 3, "homo_lumo_gap_ev": [7.782, 8.655], "total_charge": 3, "largest_force_ev_per_a": 0.96, "species": ["W", "N", "C", "C", "C", "O", "O", "H", "H", "H", "H", "H", "H", "N", "C", "C", "N", "H", "H", "H", "H", "H", "H", "H", "H", "N", "C", "C", "C", "N", "H", "H", "H", "H"], "xyz": [[0.0570, -0.1480, 0.3895], [-2.1100, -0.4631, 0.9774], [-2.9171, -1.3694, 0.0436], [-2.2648, -2.7265, -0.2007], [-1.0869, -2.6559, -1.1181], [-0.6323, -3.3699, -1.8994], [-0.3706, -1.3401, -0.8523], [-2.1780, -0.8603, 1.9165], [-2.6430, 0.4059, 1.0361], [-3.0537, -0.8213, -0.8849], [-3.8987, -1.5137, 0.4881], [-2.9796, -3.4231, -0.6362], [-1.9240, -3.1785, 0.7366], [2.0729, 0.2104, -0.4518], [2.0679, 1.6493, -0.9147], [1.5809, 2.5039, 0.2287], [0.1478, 2.1064, 0.5566], [2.8749, 0.0620, 0.1637], [2.2469, -0.4007, -1.2538], [1.3966, 1.7206, -1.7700], [3.0538, 1.9682, -1.2457], [1.6330, 3.5618, -0.0187], [2.1819, 2.3380, 1.1216], [-0.4524, 2.5127, -0.1656], [-0.1299, 2.5942, 1.4073], [0.4609, 0.5313, 3.5878], [0.9624, -0.1459, 4.6210], [1.4946, -1.3436, 4.1471], [1.2724, -1.3056, 2.7946], [0.6352, -0.1520, 2.4266], [-0.0011, 1.4277, 3.6269], [0.9189, 0.2526, 5.6259], [1.9797, -2.1157, 4.7233], [1.5332, -2.0466, 2.0527]], "mulliken_charge": [1.65, -0.64, -0.67, -0.47, 0.45, -0.27, -0.40, 0.36, 0.33, 0.41, 0.46, 0.40, 0.28, -0.52, -0.64, -0.43, -0.62, 0.35, 0.35, 0.35, 0.46, 0.46, 0.33, 0.38, 0.27, -0.08, -0.06, -0.71, -0.31, -0.04, 0.20, 0.49, 0.44, 0.46]}

***

7.
{"formula": "C8H18NO2PS", "method": "the ωB97M-V functional and the def2-TZVPD basis", "e_lumo_ev": 0.67, "de_lowest_kj_mol": 213.7, "homo_lumo_gap_ev": 9.243, "total_charge": 0, "largest_force_ev_per_a": 3.55, "smiles": "CC1(C)S[C@@H]1[P@@](C)(=O)O.CC(C)=N", "species": ["C", "C", "C", "S", "C", "P", "C", "O", "O", "H", "H", "H", "H", "H", "H", "H", "H", "H", "H", "H", "C", "C", "C", "N", "H", "H", "H", "H", "H", "H", "H"], "xyz": [[-2.2868, 1.1768, -1.3346], [-2.0485, 1.3586, 0.1411], [-3.0565, 2.0253, 1.0608], [-0.2285, 1.7545, 0.3471], [-1.1424, 0.3187, 0.7612], [-0.6258, -1.3062, 0.1094], [-2.0623, -2.3498, 0.4276], [-0.2779, -1.2127, -1.3661], [0.4946, -2.0411, 0.9738], [-1.7053, 0.3634, -1.6719], [-2.2327, 2.0331, -2.0134], [-3.3814, 0.8456, -1.3960], [-2.6735, 2.6731, 1.9120], [-3.7170, 1.1934, 1.4012], [-3.6764, 2.7906, 0.6637], [-1.2873, 0.2574, 1.8169], [-2.9609, -1.8233, -0.0511], [-1.7129, -3.1510, -0.3170], [-2.0969, -2.9113, 1.4203], [1.3389, -1.4448, 0.9033], [3.0635, -1.3467, -0.9254], [2.9531, -0.1193, 0.0244], [3.6383, 1.0891, -0.4529], [2.2945, -0.2246, 1.0883], [2.3424, -1.1127, -1.6919], [3.1397, -2.2784, -0.2923], [3.9904, -1.2798, -1.3585], [3.3401, 1.4285, -1.4700], [4.8219, 0.7373, -0.5153], [3.5261, 1.8705, 0.2621], [2.2298, 0.6859, 1.5432]], "mulliken_charge": [-1.28, 0.72, -1.38, -0.24, -0.50, 1.15, -1.03, -0.78, -0.65, 0.37, 0.32, 0.28, 0.31, 0.28, 0.43, 0.65, 0.28, 0.30, 0.33, 0.28, -1.49, 1.11, -1.28, -0.64, 0.32, 0.29, 0.63, 0.29, 0.31, 0.40, 0.22]}